The following is a quantum chemistry calculation of C5H8N as an isolated structure in a non-equilibrium geometry, from the Open Molecules 2025 dataset.

Calculated values
Total charge: +1
E_tot (eV): -6793.182
E_LUMO (eV): -3.692
Gap between HOMO and LUMO (eV): 10.82
ΔE to the lowest compared entry with this formula, charge and spin (kcal per mole): 113.2
Molar mass (g/mol): 82.1

Element x y z (Å)
C: 1.796 -0.021 0.350
C: 1.393 -1.025 -0.438
C: 0.554 0.696 0.591
C: -0.363 -0.193 -0.146
C: -1.702 -0.663 0.188
N: -0.054 1.066 -0.713
H: 2.781 0.386 0.661
H: 1.637 -2.001 -0.856
H: 0.443 1.162 1.587
H: -2.353 0.143 0.801
H: -1.556 -1.445 0.901
H: -2.448 -0.903 -0.628
H: -0.808 1.717 -0.900
H: 0.679 1.081 -1.400

Atomic partial charges in e from the Löwdin method, atoms 1 to 5: atom 1 (C): -0.0686, atom 2 (C): 0.2051, atom 3 (C): -0.1707, atom 4 (C): -0.2770, atom 5 (C): -0.0182


The following is a quantum chemistry calculation of an isolated ion of composition C5H8N and charge +1 in a non-equilibrium geometry, from the Open Molecules 2025 dataset.

Calculated values
Total charge: +1
SMILES: CC1=C[N+]12CC2
E_tot (eV): -6791.655
E_LUMO (eV): -3.468
Gap between HOMO and LUMO (eV): 11.40
ΔE to the lowest compared entry with this formula, charge and spin (kcal per mole): 148.4
Molar mass (g/mol): 82.1

Element x y z (Å)
C: 0.056 1.657 -0.182
C: 0.745 0.621 0.062
C: -1.731 -0.224 0.824
C: -1.667 -0.451 -0.651
C: 2.445 -0.189 -0.097
N: -0.762 0.513 0.063
H: -0.172 2.667 -0.431
H: -2.559 0.369 1.251
H: -1.370 -1.096 1.500
H: -1.211 -1.247 -1.017
H: -2.291 0.165 -1.314
H: 2.244 -0.768 -0.908
H: 2.419 -0.864 0.675
H: 2.964 0.805 -0.033

Atomic partial charges in e from the Löwdin method, atoms 1 to 5: atom 1 (C): 0.0921, atom 2 (C): 0.0633, atom 3 (C): -0.0327, atom 4 (C): 0.0246, atom 5 (C): 0.1705


The following is a quantum chemistry calculation of a 2-piece molecular cluster, C5H8N overall in a non-equilibrium geometry, from the Open Molecules 2025 dataset.

Calculated values
Total charge: +1
E_tot (eV): -6790.011
E_LUMO (eV): -4.994
Gap between HOMO and LUMO (eV): 10.39
ΔE to the lowest compared entry with this formula, charge and spin (kcal per mole): 186.3
Molar mass (g/mol): 82.1

Element x y z (Å)
C: 0.675 -0.442 -1.105
C: -1.396 -0.957 -0.914
C: -0.275 0.429 0.580
C: -0.610 0.297 -0.868
C: 0.841 1.306 1.140
N: -0.170 -0.895 -0.034
H: 0.843 -1.208 -1.967
H: 1.605 -0.011 -0.783
H: -2.260 -1.109 -0.253
H: -1.311 -1.706 -1.635
H: -1.361 -0.317 1.846
H: 1.194 2.193 0.461
H: 1.641 0.633 1.349
H: 0.584 1.786 2.184

Atomic partial charges in e from the Löwdin method, atoms 1 to 5: atom 1 (C): -0.0113, atom 2 (C): 0.0717, atom 3 (C): -0.1736, atom 4 (C): -0.0326, atom 5 (C): -0.0514


The following is a quantum chemistry calculation of an isolated ion of composition C5H8N and charge +1 in a non-equilibrium geometry, from the Open Molecules 2025 dataset.

Calculated values
Total charge: +1
SMILES: [NH3+][C@@H]1CC12C=C2
E_tot (eV): -6793.337
E_LUMO (eV): -3.830
Gap between HOMO and LUMO (eV): 9.86
ΔE to the lowest compared entry with this formula, charge and spin (kcal per mole): 109.6
Molar mass (g/mol): 82.1

Element x y z (Å)
C: 1.927 0.854 0.215
C: 0.970 -0.225 -0.039
C: 0.183 -1.154 0.686
C: 2.299 -0.032 -0.649
C: -0.362 -0.394 -0.506
N: -1.399 0.697 0.002
H: 1.953 1.754 0.715
H: 0.272 -2.247 0.575
H: -0.101 -0.904 1.672
H: 2.940 -0.370 -1.540
H: -0.662 -0.793 -1.539
H: -2.053 1.161 -0.751
H: -0.976 1.568 0.449
H: -1.925 0.108 0.803

Atomic partial charges in e from the Löwdin method, atoms 1 to 5: atom 1 (C): 0.0829, atom 2 (C): -0.4366, atom 3 (C): -0.0366, atom 4 (C): 0.1013, atom 5 (C): -0.1552


The following is a quantum chemistry calculation of an isolated ion of composition C5H8N and charge +1 in a non-equilibrium geometry, from the Open Molecules 2025 dataset.

Calculated values
Total charge: +1
E_tot (eV): -6791.748
E_LUMO (spin up / spin down) (eV): -3.984 / -3.985
Gap between HOMO and LUMO (spin up / spin down) (eV): 6.93 / 6.93
ΔE to the lowest compared entry with this formula, charge and spin (kcal per mole): 146.2
Molar mass (g/mol): 82.1

Element x y z (Å)
C: 0.903 -0.771 1.835
C: -0.262 -0.149 1.428
C: -0.910 0.660 0.449
C: -0.194 -1.233 2.455
C: -0.731 0.089 -0.863
N: 0.457 0.310 -1.701
H: 1.958 -0.962 1.700
H: -1.960 0.601 0.662
H: -0.601 1.685 0.480
H: -0.834 -1.768 3.156
H: -0.836 -0.958 -0.788
H: 1.268 0.279 -1.018
H: 0.524 1.374 -2.041
H: 0.635 -0.279 -2.547

Atomic partial charges in e from the Löwdin method, atoms 1 to 5: atom 1 (C): 0.0813, atom 2 (C): -0.0489, atom 3 (C): -0.2536, atom 4 (C): 0.2010, atom 5 (C): -0.2204


The following is a quantum chemistry calculation of an isolated ion of composition C5H8N and charge +1 in a non-equilibrium geometry, from the Open Molecules 2025 dataset.

Calculated values
Total charge: +1
SMILES: C=C1[C@H](C)[N+]1=C
E_tot (eV): -6793.028
E_LUMO (spin up / spin down) (eV): -5.458 / -5.457
Gap between HOMO and LUMO (spin up / spin down) (eV): 8.69 / 8.69
ΔE to the lowest compared entry with this formula, charge and spin (kcal per mole): 116.7
Molar mass (g/mol): 82.1

Element x y z (Å)
C: 1.186 -0.002 -0.029
C: 2.136 -0.185 0.826
C: -0.232 -1.451 -1.313
C: -0.427 0.890 -0.353
C: -1.511 0.814 0.573
N: 0.170 -0.337 -0.884
H: 3.002 -0.833 0.743
H: 2.147 0.491 1.695
H: -1.248 -1.336 -1.687
H: 0.449 -2.308 -1.184
H: -0.276 1.844 -0.810
H: -2.360 1.106 -0.064
H: -1.296 1.449 1.423
H: -1.740 -0.141 1.064

Atomic partial charges in e from the Löwdin method, atoms 1 to 5: atom 1 (C): -0.0550, atom 2 (C): 0.1245, atom 3 (C): 0.2162, atom 4 (C): -0.0718, atom 5 (C): -0.0613


The following is a quantum chemistry calculation of an isolated ion of composition C5H8N and charge +1 in a non-equilibrium geometry, from the Open Molecules 2025 dataset.

Calculated values
Total charge: +1
SMILES: C=[N+]1C=C1CC
E_tot (eV): -6793.010
E_LUMO (eV): -4.734
Gap between HOMO and LUMO (eV): 10.37
ΔE to the lowest compared entry with this formula, charge and spin (kcal per mole): 117.1
Molar mass (g/mol): 82.1

Element x y z (Å)
C: -1.042 -1.179 -0.110
C: -0.087 -0.353 0.202
C: -2.711 0.769 0.053
C: 2.359 -0.280 -0.243
C: 1.053 0.421 0.376
N: -1.667 0.088 -0.156
H: -1.500 -2.106 -0.200
H: -2.804 1.784 0.055
H: -3.770 0.386 0.173
H: 2.794 -0.999 0.458
H: 3.081 0.400 -0.656
H: 2.161 -0.848 -1.198
H: 1.016 1.302 -0.129
H: 1.117 0.615 1.376

Atomic partial charges in e from the Löwdin method, atoms 1 to 5: atom 1 (C): 0.1154, atom 2 (C): 0.0698, atom 3 (C): 0.1246, atom 4 (C): -0.0191, atom 5 (C): -0.1289


The following is a quantum chemistry calculation of a 2-piece molecular cluster, C5H8N overall in a non-equilibrium geometry, from the Open Molecules 2025 dataset.

Calculated values
Total charge: +1
E_tot (eV): -6788.924
E_LUMO (spin up / spin down) (eV): -3.641 / -8.529
Gap between HOMO and LUMO (spin up / spin down) (eV): 9.22 / 3.23
2S+1: 3
Expectation value of S²: 2.016
ΔE to the lowest compared entry with this formula, charge and spin (kcal per mole): 130.3
Molar mass (g/mol): 82.1

Element x y z (Å)
C: 2.897 2.653 -0.061
C: 1.974 1.451 -0.305
C: 3.322 1.789 -0.895
C: 1.092 0.584 -0.118
C: -2.408 -1.876 0.946
N: -2.358 -1.106 -0.316
H: 2.994 3.405 0.684
H: 3.894 1.404 -1.718
H: 0.544 -0.261 -0.346
H: -3.481 -2.175 1.198
H: -1.889 -2.864 0.540
H: -1.825 -1.577 1.826
H: -2.720 -0.136 -0.224
H: -2.036 -1.291 -1.213

Atomic partial charges in e from the Löwdin method, atoms 1 to 5: atom 1 (C): 0.1496, atom 2 (C): -0.1447, atom 3 (C): 0.1219, atom 4 (C): 0.2720, atom 5 (C): -0.1378


Copy entry 7 word for word.
The following is a quantum chemistry calculation of an isolated ion of composition C5H8N and charge +1 in a non-equilibrium geometry, from the Open Molecules 2025 dataset.

Calculated values
Total charge: +1
SMILES: C=[N+]1C=C1CC
E_tot (eV): -6793.010
E_LUMO (eV): -4.734
Gap between HOMO and LUMO (eV): 10.37
ΔE to the lowest compared entry with this formula, charge and spin (kcal per mole): 117.1
Molar mass (g/mol): 82.1

Element x y z (Å)
C: -1.042 -1.179 -0.110
C: -0.087 -0.353 0.202
C: -2.711 0.769 0.053
C: 2.359 -0.280 -0.243
C: 1.053 0.421 0.376
N: -1.667 0.088 -0.156
H: -1.500 -2.106 -0.200
H: -2.804 1.784 0.055
H: -3.770 0.386 0.173
H: 2.794 -0.999 0.458
H: 3.081 0.400 -0.656
H: 2.161 -0.848 -1.198
H: 1.016 1.302 -0.129
H: 1.117 0.615 1.376

Atomic partial charges in e from the Löwdin method, atoms 1 to 5: atom 1 (C): 0.1154, atom 2 (C): 0.0698, atom 3 (C): 0.1246, atom 4 (C): -0.0191, atom 5 (C): -0.1289